(1)
Density functional theory data (ωB97M-V/def2-TZVPD) for a cluster of 2 separate species, C4H9NO in total.

Last columns: bonded neighbours and bond lengths (Å).
Atoms and positions in Å:
1 C -0.31393 -3.21292 -0.19917  N3 1.449, H4 1.098, H5 1.086, H6 1.095
2 C -1.26438 -1.08787 -0.19372  N3 1.259, H7 1.093, H8 1.099
3 N -0.28728 -1.80419 -0.53704  C1 1.449, C2 1.259
4 H -0.61458 -3.44279 0.83105  C1 1.098
5 H 0.65941 -3.66044 -0.37704  C1 1.086
6 H -1.09433 -3.68806 -0.80180  C1 1.095
7 H -1.35786 -0.09821 -0.64904  C2 1.093
8 H -2.15874 -1.45204 0.33109  C2 1.099
9 C 1.73464 1.95197 0.18029  C10 1.385, H12 1.084, H13 1.086
10 C 0.86295 3.02842 0.18442  C9 1.385, O11 1.301, H14 1.087
11 O -0.38209 2.78900 0.47462  C10 1.301, H15 0.980
12 H 2.77042 2.07835 0.47244  C9 1.084
13 H 1.24598 0.98198 0.15341  C9 1.086
14 H 1.11419 4.05947 -0.05038  C10 1.087
15 H -0.91440 3.55733 0.18087  O11 0.980

The value obtained for the LUMO energy (spin up / spin down) is -5.285 / -8.626 eV. The value obtained for the energy above the lowest of the compared OMol25 structures with the same formula, charge and spin is 66.7 kcal per mole. As for the expectation value of S²: 0.76. The calculation puts the total energy at -287.3945 Ha. As for the net charge: +1. The value obtained for the highest occupied orbital energy (spin up / spin down) is -12.59 / -12.58 eV. For the strongest force on any atom, the calculation gives 0.0252 Eh/bohr. Its spin multiplicity is 2.

(2)
Density functional theory data (ωB97M-V/def2-TZVPD) for the ion C4H9NO2 with charge -1.

Last columns: bonded neighbours and bond lengths (Å).
Atoms and positions in Å:
1 C -0.46521 -0.95533 -1.68165  O2 1.358, C3 1.627, H8 1.140, H9 1.132
2 O -1.75348 -1.14587 -2.06822  C1 1.358
3 C -0.40872 -0.38066 -0.16086  C1 1.627, C4 1.531, N7 1.479, H10 1.097
4 C 0.96203 0.16806 0.24286  C3 1.531, C5 1.583, H11 1.069, H12 1.183
5 C 0.93551 0.80444 1.69173  C4 1.583, O6 1.379, H13 1.157, H14 1.101
6 O 2.16231 1.36719 1.97513  C5 1.379
7 N -1.52149 0.57915 0.00985  C3 1.479, H15 1.025, H16 1.036
8 H 0.11454 -0.15237 -2.24584  C1 1.140
9 H 0.11813 -1.90682 -1.49248  C1 1.132
10 H -0.63007 -1.31898 0.36306  C3 1.097
11 H 1.36064 0.69756 -0.59617  C4 1.069
12 H 1.67174 -0.77753 0.29341  C4 1.183
13 H 0.14484 1.64109 1.57379  C5 1.157
14 H 0.42170 -0.02990 2.19423  C5 1.101
15 H -1.16277 1.15759 0.77687  N7 1.025
16 H -1.94971 0.25237 -0.87569  N7 1.036

The value obtained for the LUMO energy (spin up / spin down) is 4.083 / 1.187 eV. The value obtained for the energy above the lowest of the compared OMol25 structures with the same formula, charge and spin is 97.4 kcal per mole. As for the expectation value of S²: 0.76. The calculation puts the total energy at -362.8797 Ha. As for the net charge: -1. The value obtained for the highest occupied orbital energy (spin up / spin down) is -3.79 / -2.69 eV. For the strongest force on any atom, the calculation gives 0.0804 Eh/bohr. Its spin multiplicity is 2.

(3)
Density functional theory data (ωB97M-V/def2-TZVPD) for the ion C4H9NO2 with charge -2.

Last columns: bonded neighbours and bond lengths (Å).
Atoms and positions in Å:
1 O -3.36555 1.26426 -0.28713  C2 1.355
2 C -2.56544 0.17848 -0.41385  O1 1.355, C3 1.562, H8 1.130, H9 1.131
3 C -1.03035 0.45235 -0.51024  C2 1.562, C4 1.522, H10 1.095, H11 1.094
4 C -0.17536 -0.69820 0.00004  C3 1.522, N5 1.448, H12 1.112, H13 1.105
5 N 1.24836 -0.45004 -0.08211  C4 1.448, C6 1.492, H14 1.015
6 C 2.53301 -0.83628 0.57069  N5 1.492, O7 1.327, H15 1.146, H16 1.129
7 O 3.33138 0.20823 0.75257  C6 1.327
8 H -2.62348 -0.47826 0.50393  C2 1.130
9 H -2.91349 -0.42896 -1.30230  C2 1.131
10 H -0.84046 0.68315 -1.56348  C3 1.095
11 H -0.78491 1.30291 0.13279  C3 1.094
12 H -0.51653 -0.89014 1.04099  C4 1.112
13 H -0.47177 -1.62520 -0.52344  C4 1.105
14 H 1.36068 0.55755 -0.13102  N5 1.015
15 H 2.22732 -1.41460 1.51214  C6 1.146
16 H 3.05052 -1.60310 -0.07649  C6 1.129

The value obtained for the LUMO energy is 7.239 eV. The value obtained for the energy above the lowest of the compared OMol25 structures with the same formula, charge and spin is 12.1 kcal per mole. Its structure (SMILES) is [O-]CCCNC[O-]. The calculation puts the total energy at -362.8932 Ha. As for the net charge: -2. The value obtained for the highest occupied orbital energy is 0.55 eV. For the strongest force on any atom, the calculation gives 0.0513 Eh/bohr.

(4)
Density functional theory data (ωB97M-V/def2-TZVPD) for the molecule C4H9NO2.

Last columns: bonded neighbours and bond lengths (Å).
Atoms and positions in Å:
1 C -0.91344 1.05325 0.94796  C2 1.547, H8 1.084, H9 1.095, H10 1.084
2 C 0.47183 0.70932 0.35178  C1 1.547, N3 1.481, C4 1.581, H11 1.096
3 N 1.21411 -0.11666 1.33182  C2 1.481, H12 1.013, H13 1.013
4 C 0.44306 0.18646 -1.13968  C2 1.581, C5 1.496, H14 1.087, H15 1.084
5 C -0.06305 -1.22149 -1.16778  C4 1.496, O6 1.194, O7 1.370
6 O 0.54325 -2.16276 -1.58373  C5 1.194
7 O -1.39947 -1.30124 -0.87511  C5 1.370, H16 0.963
8 H -0.85854 1.82381 1.70905  C1 1.084
9 H -1.34927 1.56266 0.08219  C1 1.095
10 H -1.57263 0.27968 1.32402  C1 1.084
11 H 1.04401 1.64243 0.30549  C2 1.096
12 H 0.68468 -0.96794 1.47998  N3 1.013
13 H 2.11863 -0.37299 0.95362  N3 1.013
14 H 1.49251 0.27205 -1.40810  C4 1.087
15 H -0.26632 0.83714 -1.63873  C4 1.084
16 H -1.58935 -2.22371 -0.67276  O7 0.963

The value obtained for the LUMO energy is 0.709 eV. The value obtained for the energy above the lowest of the compared OMol25 structures with the same formula, charge and spin is 21.5 kcal per mole. Its structure (SMILES) is C[C@@H](N)CC(=O)O. The calculation puts the total energy at -363.0513 Ha. The value obtained for the highest occupied orbital energy is -9.65 eV. For the strongest force on any atom, the calculation gives 0.0505 Eh/bohr.

(5)
Density functional theory data (ωB97M-V/def2-TZVPD) for a cluster of 2 separate species, C4H9NO2 in total.

Last columns: bonded neighbours and bond lengths (Å).
Atoms and positions in Å:
1 C -0.90951 -0.57645 2.15403  N2 1.446, H6 1.093, H7 1.088, H8 1.105
2 N -0.34482 0.12611 1.02379  C1 1.446, C3 1.264
3 C 0.62166 -0.37673 0.38363  N2 1.264, C4 1.777, H9 1.149
4 C 1.31625 0.86585 -0.68015  C3 1.777, O5 1.403, H10 1.093, H11 1.116
5 O 0.49903 2.00437 -0.60668  C4 1.403, H12 0.975
6 H -0.78179 0.05692 3.03516  C1 1.093
7 H -1.97210 -0.69567 1.95036  C1 1.088
8 H -0.44976 -1.55327 2.38936  C1 1.105
9 H 0.92721 -1.42171 0.74961  C3 1.149
10 H 2.31527 1.08036 -0.29262  C4 1.093
11 H 1.50501 0.76072 -1.77551  C4 1.116
12 H -0.10057 1.78079 0.12899  O5 0.975
13 C -0.62556 -0.50613 -2.09885  O14 1.189, H15 1.089, H16 1.117
14 O -0.07269 -1.40915 -1.55809  C13 1.189
15 H -1.06941 -0.65540 -3.08232  C13 1.089
16 H -0.85824 0.51936 -1.72073  C13 1.117

The value obtained for the LUMO energy is 0.814 eV. The value obtained for the energy above the lowest of the compared OMol25 structures with the same formula, charge and spin is 100.0 kcal per mole. Its structure (SMILES) is C/N=C/CO.C=O. The calculation puts the total energy at -362.9262 Ha. The value obtained for the highest occupied orbital energy is -9.56 eV. For the strongest force on any atom, the calculation gives 0.0407 Eh/bohr.

(6)
Density functional theory data (ωB97M-V/def2-TZVPD) for the molecule C4H9NO2.

Last columns: bonded neighbours and bond lengths (Å).
Atoms and positions in Å:
1 N -1.11164 -2.33837 0.03825  C2 1.452, H8 1.098, H9 0.937
2 C -0.95483 -0.90204 -0.10400  N1 1.452, C3 1.514, H10 1.083, H11 1.114
3 C 0.11394 -0.41177 0.84950  C2 1.514, C4 1.586, H12 1.156, H13 1.078
4 C 1.15821 0.43841 0.01201  C3 1.586, C5 1.551, H14 1.021, H15 1.117
5 C 0.65674 1.72114 -0.70090  C4 1.551, O6 1.190, O7 1.427
6 O -0.36127 1.88652 -1.29496  C5 1.190
7 O 1.35297 2.79608 -0.07217  C5 1.427, H16 1.020
8 H -2.04877 -2.64091 -0.44777  N1 1.098
9 H -1.14622 -2.75370 0.87693  N1 0.937
10 H -0.64304 -0.71924 -1.12464  C2 1.083
11 H -1.94581 -0.39272 -0.11261  C2 1.114
12 H -0.47203 0.23107 1.61084  C3 1.156
13 H 0.74495 -1.14581 1.32399  C3 1.078
14 H 1.87218 0.88097 0.59283  C4 1.021
15 H 1.59137 -0.24384 -0.75966  C4 1.117
16 H 1.19325 3.59424 -0.68762  O7 1.020

The value obtained for the LUMO energy is 0.807 eV. The value obtained for the energy above the lowest of the compared OMol25 structures with the same formula, charge and spin is 48.1 kcal per mole. Its structure (SMILES) is NCCCC(=O)O. The calculation puts the total energy at -363.0089 Ha. The value obtained for the highest occupied orbital energy is -9.01 eV. For the strongest force on any atom, the calculation gives 0.1245 Eh/bohr.

(7)
Density functional theory data (ωB97M-V/def2-TZVPD) for the molecule C4H9NO2.

Last columns: bonded neighbours and bond lengths (Å).
Atoms and positions in Å:
1 C -0.29117 -0.67417 -1.92520  C2 1.529, H8 1.085, H9 1.093, H10 1.084
2 C -0.50631 -0.24247 -0.47415  C1 1.529, C3 1.509, N5 1.496, H11 1.106
3 C -1.55419 0.83363 -0.32610  C2 1.509, O4 1.200, H12 1.117
4 O -1.46270 1.95847 -0.73503  C3 1.200
5 N 0.74717 0.34039 0.09666  C2 1.496, C6 1.484, H13 1.013
6 C 1.05510 -0.26959 1.41369  N5 1.484, O7 1.413, H14 1.097, H15 1.132
7 O 2.10533 0.03921 2.30742  C6 1.413, H16 0.967
8 H 0.63634 -1.22683 -2.03557  C1 1.085
9 H -0.35668 0.20119 -2.57629  C1 1.093
10 H -1.18467 -1.17519 -2.28087  C1 1.084
11 H -0.79220 -1.03934 0.23759  C2 1.106
12 H -2.52259 0.47012 0.09461  C3 1.117
13 H 0.70704 1.31094 0.38274  N5 1.013
14 H 1.07461 -1.35981 1.29000  C6 1.097
15 H 0.13622 -0.15425 2.06459  C6 1.132
16 H 2.20870 0.98771 2.46590  O7 0.967

The value obtained for the LUMO energy is 0.649 eV. The value obtained for the energy above the lowest of the compared OMol25 structures with the same formula, charge and spin is 66.4 kcal per mole. Its structure (SMILES) is C[C@H](C=O)NCO. The calculation puts the total energy at -362.9797 Ha. The value obtained for the highest occupied orbital energy is -9.07 eV. For the strongest force on any atom, the calculation gives 0.0714 Eh/bohr.

(8)
Density functional theory data (ωB97M-V/def2-TZVPD) for the molecule C4H9NO2.

Last columns: bonded neighbours and bond lengths (Å).
Atoms and positions in Å:
1 C 1.91824 0.68127 1.76620  N2 1.452, H8 1.096, H9 1.094, H10 1.104
2 N 0.78431 1.02535 0.92670  C1 1.452, C3 1.446, H11 1.015
3 C 0.17110 -0.12465 0.30069  N2 1.446, C4 1.523, H12 1.093, H13 1.108
4 C -0.21504 0.17417 -1.14154  C3 1.523, O5 1.206, O6 1.345
5 O 0.39301 0.98020 -1.80154  C4 1.206
6 O -1.19141 -0.54159 -1.72790  C4 1.345, C7 1.423
7 C -2.15219 -1.31974 -1.02265  O6 1.423, H14 1.092, H15 1.093, H16 1.090
8 H 1.63954 -0.13348 2.44407  C1 1.096
9 H 2.19872 1.53839 2.38557  C1 1.094
10 H 2.80518 0.35383 1.19650  C1 1.104
11 H 1.06079 1.67981 0.20221  N2 1.015
12 H -0.68614 -0.44658 0.89669  C3 1.093
13 H 0.85207 -0.99557 0.23120  C3 1.108
14 H -2.14266 -2.33169 -1.43318  C7 1.092
15 H -3.13168 -0.86384 -1.18789  C7 1.093
16 H -1.97096 -1.37646 0.05035  C7 1.090

The value obtained for the LUMO energy is 0.808 eV. The value obtained for the energy above the lowest of the compared OMol25 structures with the same formula, charge and spin is 39.0 kcal per mole. Its structure (SMILES) is CNCC(=O)OC. The calculation puts the total energy at -363.0234 Ha. The value obtained for the highest occupied orbital energy is -9.07 eV. For the strongest force on any atom, the calculation gives 0.0107 Eh/bohr.

> Which value of strongest force on any atom does entry 8 give?

0.0107 Eh/bohr

> What is the strongest force on any atom in the sixth record?

0.1245 Eh/bohr

Copy entry 2 word for word.
Density functional theory data (ωB97M-V/def2-TZVPD) for the ion C4H9NO2 with charge -1.

Last columns: bonded neighbours and bond lengths (Å).
Atoms and positions in Å:
1 C -0.46521 -0.95533 -1.68165  O2 1.358, C3 1.627, H8 1.140, H9 1.132
2 O -1.75348 -1.14587 -2.06822  C1 1.358
3 C -0.40872 -0.38066 -0.16086  C1 1.627, C4 1.531, N7 1.479, H10 1.097
4 C 0.96203 0.16806 0.24286  C3 1.531, C5 1.583, H11 1.069, H12 1.183
5 C 0.93551 0.80444 1.69173  C4 1.583, O6 1.379, H13 1.157, H14 1.101
6 O 2.16231 1.36719 1.97513  C5 1.379
7 N -1.52149 0.57915 0.00985  C3 1.479, H15 1.025, H16 1.036
8 H 0.11454 -0.15237 -2.24584  C1 1.140
9 H 0.11813 -1.90682 -1.49248  C1 1.132
10 H -0.63007 -1.31898 0.36306  C3 1.097
11 H 1.36064 0.69756 -0.59617  C4 1.069
12 H 1.67174 -0.77753 0.29341  C4 1.183
13 H 0.14484 1.64109 1.57379  C5 1.157
14 H 0.42170 -0.02990 2.19423  C5 1.101
15 H -1.16277 1.15759 0.77687  N7 1.025
16 H -1.94971 0.25237 -0.87569  N7 1.036

The value obtained for the LUMO energy (spin up / spin down) is 4.083 / 1.187 eV. The value obtained for the energy above the lowest of the compared OMol25 structures with the same formula, charge and spin is 97.4 kcal per mole. As for the expectation value of S²: 0.76. The calculation puts the total energy at -362.8797 Ha. As for the net charge: -1. The value obtained for the highest occupied orbital energy (spin up / spin down) is -3.79 / -2.69 eV. For the strongest force on any atom, the calculation gives 0.0804 Eh/bohr. Its spin multiplicity is 2.